51
Properties=species:S:1:pos:R:3:mulliken_charge:R:1 method="wB97M-V/def2-TZVPD" total_energy_ev=-32849.825 e_above_lowest_kj_mol=0.0 e_lumo_ev=-11.19 total_charge=+2 homo_ev=-13.355
Cd -5.1108 26.3941 -13.8140 1.2530
C -5.9714 21.8152 -21.0322 -0.7657
O -6.9638 21.2251 -20.2103 -0.3533
C -8.0664 22.0610 -20.0033 -0.4428
C -8.9950 21.2361 -19.1853 -0.8542
N -8.3445 20.5550 -17.9863 -0.1781
H -7.6070 20.0680 -18.4752 0.4832
H -7.9203 21.2699 -17.4126 0.3510
C -9.1370 19.6531 -17.0710 -0.5950
C -8.1237 18.9730 -16.2021 -0.5015
O -6.9114 18.5207 -16.8180 -0.3155
C -6.1493 17.7174 -15.9085 -0.7691
H -6.1587 21.6907 -22.0987 0.2918
H -4.9970 21.3333 -20.9525 0.2805
H -5.8450 22.8732 -20.8028 0.3115
H -8.4842 22.2727 -20.9875 0.3824
H -7.7426 22.9528 -19.4667 0.4322
H -9.6085 20.4942 -19.6964 0.4289
H -9.7843 21.8471 -18.7473 0.4021
H -9.6268 18.9939 -17.7878 0.3788
H -9.8523 20.2380 -16.4928 0.3292
H -8.6131 18.1798 -15.6369 0.4117
H -7.8996 19.8171 -15.5500 0.3807
H -6.0064 18.2099 -14.9466 0.3321
H -5.1435 17.5565 -16.2966 0.2596
H -6.6566 16.7655 -15.7518 0.3150
F -6.4981 24.0095 -15.4481 -0.5460
C -8.8051 29.0853 -17.3805 0.2389
O -7.9441 29.2042 -16.5091 -0.6179
N -9.2887 30.0625 -18.1534 0.0726
C -10.5036 29.9038 -19.0028 -0.8238
C -8.8437 31.4672 -18.0626 -0.8468
H -9.3030 28.1118 -17.5094 0.2564
H -11.2568 30.4650 -18.4497 0.3748
H -10.7714 28.8565 -19.1428 0.2611
H -10.4473 30.4391 -19.9506 0.3127
H -9.7161 32.1207 -18.0606 0.3193
H -8.1989 31.5439 -17.1872 0.3219
H -8.1495 31.7066 -18.8681 0.2945
C -9.7879 25.1377 -10.2184 0.2397
O -8.7326 25.6182 -10.6594 -0.6114
N -10.1510 25.1168 -8.9146 0.0831
C -11.3983 24.4675 -8.5079 -0.9150
C -9.2654 25.5432 -7.7519 -0.8334
H -10.6060 24.7414 -10.8395 0.2776
H -12.1256 25.1888 -8.1352 0.3327
H -11.2428 23.5409 -7.9553 0.3409
H -11.8572 24.0680 -9.4123 0.2989
H -9.7884 26.2944 -7.1600 0.3334
H -8.8748 24.7764 -7.0830 0.3019
H -8.4781 26.0952 -8.2653 0.2851

***

50
Properties=species:S:1:pos:R:3:mulliken_charge:R:1 method="wB97M-V/def2-TZVPD" total_energy_ev=-49813.279 e_lumo_ev=2.19 total_charge=-1 homo_ev=-3.504
N 6.3256 0.9425 -0.4042 -0.6734
C 5.5172 2.1636 -0.6928 -0.5297
C 4.1247 2.0139 -0.0647 -0.6913
C 3.0991 3.0663 -0.5853 -0.8731
C 1.8203 2.3145 -1.0048 -0.7510
C 0.6208 3.2313 -1.2919 0.2273
C -0.4469 3.1801 -0.1877 -1.0416
N -0.9447 1.7931 -0.0202 0.0698
C -1.2956 1.1127 -1.2939 -0.2197
C -0.4701 1.5563 -2.5171 -0.7985
O -0.0323 2.8828 -2.5018 -0.3666
H 6.4459 0.4747 -1.2974 0.2607
H 5.7629 0.2933 0.1373 0.2959
H 5.9818 3.0472 -0.2436 0.2388
H 5.4527 2.2653 -1.7769 0.3474
H 3.7593 1.0250 -0.3595 0.4710
H 4.1516 2.0393 1.0274 0.2923
H 3.5658 3.5590 -1.4434 0.3354
H 2.8953 3.8274 0.1737 0.3873
H 1.6102 1.6061 -0.1941 0.4425
H 2.0906 1.7110 -1.8701 0.3100
H 0.8994 4.2843 -1.3786 0.4652
H -0.0034 3.4742 0.7699 0.4274
H -1.2860 3.8336 -0.4234 0.4434
H -1.7890 1.7964 0.5490 0.3056
H -0.2514 1.1994 0.5211 0.3048
H -1.0826 0.0570 -1.1266 0.1206
H -2.3667 1.1556 -1.4881 0.3982
H -1.1186 1.4929 -3.3947 0.4931
H 0.3321 0.8234 -2.6827 0.1906
F -1.0387 3.1145 -4.6234 -0.9493
O -0.0113 -0.5492 1.0419 -1.0401
H -0.5319 -1.1876 0.5554 0.0954
C -5.0448 -1.9064 1.4168 -1.1580
C -3.7714 -1.8973 0.5880 0.1191
O -2.9796 -0.7558 0.8862 -0.3511
H -5.6281 -1.0035 1.2279 0.2957
H -5.6609 -2.7782 1.1841 0.3571
H -4.8083 -1.9216 2.4837 0.3130
H -4.0089 -1.8623 -0.4756 0.3140
H -3.1794 -2.7967 0.7817 -0.1115
H -2.7506 -0.7862 1.8226 0.2471
Cl -2.2376 -4.4855 3.6628 -0.1717
C -2.2825 -6.0488 2.8113 -0.5324
C -1.1870 -6.1698 1.7808 -0.4075
Cl -1.4342 -5.0642 0.4106 -0.1635
H -3.2656 -6.1572 2.3587 0.3088
H -2.1631 -6.8256 3.5660 0.3483
H -1.1744 -7.1814 1.3763 0.2927
H -0.2097 -5.9593 2.2093 0.3113

***

53
Properties=species:S:1:pos:R:3:mulliken_charge:R:1 method="wB97M-V/def2-TZVPD" total_energy_ev=-89590.910 spin_multiplicity=7 e_above_lowest_kj_mol=0.0 e_lumo_ev="-7.11 / -6.94" total_charge=+2 homo_ev="-14.418 / -14.419"
C -0.5047 -4.1061 -4.6431 -1.0912
C -0.3659 -2.9987 -3.6719 0.8886
H -1.5678 -4.3246 -4.7906 0.3250
H 0.0098 -5.0013 -4.2520 0.3696
H -0.0453 -3.8353 -5.6099 0.3379
O -1.2349 -2.3054 -3.1435 -0.3789
Cl 1.3536 -2.7177 -3.1959 -0.0477
Tb 0.4047 -0.9541 -1.2173 0.3058
P -0.4466 1.2391 -2.7932 1.1007
C -1.7620 2.4886 -2.9090 -1.2698
C 1.0204 2.3191 -2.6157 -1.2632
H 0.3273 -0.1071 -4.6787 0.2857
H -0.2548 1.5026 -5.2249 0.4562
H -1.4066 0.2081 -4.7405 0.3504
C -0.4331 0.6707 -4.5274 -1.2649
H 1.9380 1.7141 -2.6050 0.3775
H 1.0753 3.0672 -3.4212 0.4446
H -1.5771 3.2299 -3.7075 0.4246
H -1.8530 3.0158 -1.9505 0.3542
H 0.9600 2.8281 -1.6416 0.3070
H -2.7244 1.9928 -3.0911 0.4208
C -2.0977 -0.3587 -1.2387 0.3633
O -3.2289 -0.1274 -1.2688 -0.1769
Cl 2.9035 -1.0437 -0.9503 -0.3877
C -1.7489 -0.0451 3.7099 -0.8886
N -1.1237 0.5863 2.5544 0.4343
C -1.8215 1.7775 2.0599 -0.7724
P 0.3923 0.2382 2.0272 0.2356
O 0.4328 0.4818 0.5129 -0.0433
N 1.5477 1.0308 2.8818 0.1532
C 2.2381 2.2236 2.3541 -0.8156
C 1.6325 0.8712 4.3517 -1.0627
N 0.5832 -1.3719 2.3953 0.1473
C 1.9646 -1.8770 2.5456 -0.9659
C -0.3168 -2.2934 1.6534 -1.3750
H -2.8366 -0.0399 3.5531 0.3252
H -1.5298 0.4794 4.6535 0.2891
H -1.4335 -1.0852 3.8000 0.2994
H -1.5500 2.6815 2.6419 0.2662
H -1.5830 1.9464 1.0031 0.0383
H -2.9072 1.5985 2.1335 0.3741
H 1.6043 3.1220 2.4617 0.2927
H 3.1679 2.3458 2.9319 0.3628
H 2.4880 2.0751 1.2940 0.1704
H 0.8352 1.4279 4.8668 0.2471
H 1.5856 -0.1818 4.6540 0.4078
H 2.6037 1.2651 4.6717 0.3857
H 1.9228 -2.8023 3.1398 0.3498
H 2.4266 -2.0630 1.5591 0.2714
H 2.5833 -1.1569 3.0937 0.4025
H -1.0371 -2.7319 2.3476 0.3241
H -0.8850 -1.7919 0.8360 0.4505
H 0.2746 -3.1067 1.2009 0.4643

***

72
Properties=species:S:1:pos:R:3:mulliken_charge:R:1 method="wB97M-V/def2-TZVPD" total_energy_ev=-119669.383 e_lumo_ev=-8.99 total_charge=+1 homo_ev=-11.828
Hf -0.2126 -0.6781 -0.4569 2.8830
N -1.7104 -1.7246 -2.1694 -0.4683
S -1.2571 -1.8161 -3.7564 1.0781
O -0.7348 -0.5203 -4.1170 -0.5300
O -2.2142 -2.5862 -4.4403 -0.5723
F -0.0193 -2.8477 -3.7684 -0.2506
S -2.1195 -3.1723 -1.4382 1.2274
O -1.6315 -4.3117 -2.0723 -0.5276
O -3.4810 -3.0066 -1.0188 -0.6080
F -1.0984 -2.9239 -0.1935 -0.2661
N 3.7624 3.7861 -2.7514 -0.2986
S 4.2166 2.3426 -3.2045 0.9689
O 4.1419 2.1012 -4.6087 -0.3890
O 4.7274 1.4135 -2.3799 -0.3244
F 0.8997 -0.1426 -2.0229 -0.7995
S 3.2328 4.2461 -1.3119 1.0683
O 2.1383 3.3950 -0.8824 -0.3707
O 2.9899 5.5940 -1.5121 -0.5329
F 4.4308 3.9749 -0.4530 -0.1599
Cl -2.2537 1.3873 4.8977 1.0874
O -2.3638 2.4085 3.8218 -0.4172
O -2.6324 1.9725 6.1881 -0.4645
O 0.3189 0.9017 0.8190 -0.8816
O -0.9388 0.8031 5.1757 -0.4394
C 4.0040 -0.7355 3.7506 -0.8730
O 2.7900 -0.5858 3.0835 -0.1979
C 1.6801 -1.1911 3.7989 -1.0973
C 0.4824 -1.1382 2.8814 -0.8761
N 0.8002 -1.5743 1.4863 0.4032
C 1.0215 -3.0593 1.4587 -0.8554
C 1.7151 -3.4774 0.1303 -0.8044
O 1.5085 -2.3717 -0.8236 -0.2408
C 2.4417 -2.5265 -1.9841 -0.8629
H 4.3937 -1.7110 3.7282 0.3550
H 3.8706 -0.3173 4.7456 0.3299
H 4.7064 -0.1724 3.0772 0.2263
H 1.4162 -0.6013 4.6920 0.5279
H 1.9646 -2.1913 4.1098 0.4236
H 0.0497 -0.1508 2.7878 0.2323
H -0.2968 -1.7852 3.3142 0.4418
H 1.6896 -1.0885 1.0934 0.5503
H 0.0557 -3.5378 1.4307 0.2250
H 1.6201 -3.3007 2.3492 0.6152
H 1.1628 -4.4116 -0.1326 0.3129
H 2.7675 -3.7713 0.2648 0.5738
H 1.8394 -2.1121 -2.7897 0.2417
H 2.6532 -3.5540 -2.1047 0.4555
H 3.3559 -1.9713 -1.7365 0.2461
C -2.5030 -1.4941 2.0756 -0.8966
O -2.2302 -0.8839 0.7727 0.4297
C -3.2090 0.2500 0.5892 -0.5260
C -3.0184 0.7098 -0.8235 -1.0532
N -1.5649 0.9984 -1.2066 -0.1690
C -1.0069 2.3279 -0.7353 -0.8645
C -1.5613 3.5655 -1.5639 -1.1286
O -2.5411 3.0480 -2.5161 -0.3028
C -2.7187 4.0502 -3.4972 -0.6791
H -2.1250 -2.5051 2.1014 0.2777
H -3.5911 -1.5747 2.2285 0.5263
H -1.9496 -0.9940 2.8330 -0.1462
H -2.9244 0.9794 1.3393 0.3611
H -4.1703 -0.2769 0.8181 0.5263
H -3.5074 1.6439 -0.9595 0.6410
H -3.3987 -0.0309 -1.4844 0.3797
H -1.4447 0.9093 -2.2127 0.3814
H 0.0865 2.2475 -0.8067 0.7884
H -1.3292 2.4402 0.3061 0.3133
H -0.8375 4.1372 -2.1193 0.6135
H -2.0503 4.2986 -0.8742 0.3508
H -3.5630 3.8236 -4.1727 0.2498
H -1.7932 4.0675 -4.1577 0.2683
H -2.9313 5.0024 -2.8898 0.2937

***

49
Properties=species:S:1:pos:R:3:mulliken_charge:R:1 method="wB97M-V/def2-TZVPD" total_energy_ev=-68721.564 spin_multiplicity=2 e_lumo_ev="-5.40 / -9.52" total_charge=+2 homo_ev="-16.609 / -16.399"
Cu 0.2122 0.0321 -0.0599 0.8433
C -2.9349 -0.4938 -0.9276 -0.9897
O -1.6945 0.1821 -1.1166 0.3055
C -1.7791 1.3264 -1.9574 -0.7312
C -0.3617 1.9657 -1.8729 -0.7401
N 0.8436 1.1041 -2.1211 -0.3001
C 2.1172 1.8554 -1.9214 -0.8270
C 2.3974 2.2844 -0.5007 -0.8015
O 1.7530 1.4672 0.4826 -0.1506
C 2.1778 1.8364 1.7865 -1.0048
H -3.8143 0.0804 -0.6358 0.4004
H -2.7061 -1.1625 -0.0978 0.1705
H -3.0030 -1.1771 -1.7741 0.2838
H -2.5548 2.0191 -1.6308 0.3972
H -1.9315 1.0180 -2.9917 0.4169
H -0.1955 2.5061 -0.9410 0.1771
H -0.2017 2.6210 -2.7290 0.6943
H 0.7829 0.7715 -3.0728 0.3978
H 2.0334 2.7638 -2.5179 0.3820
H 2.8693 1.1782 -2.3263 0.4673
H 2.2318 3.3428 -0.2998 0.5766
H 3.4832 2.3186 -0.4115 0.4662
H 1.9809 2.9038 1.8867 0.3970
H 3.2397 1.6728 1.9698 0.3304
H 1.7518 1.2407 2.5938 0.2412
C 0.7426 -2.3469 -2.4071 -0.9089
O 0.1258 -2.0408 -1.1563 0.0428
C 0.0315 -3.0879 -0.2743 -0.6122
C 0.9768 -2.8267 0.9550 -0.7386
N 0.6875 -1.5462 1.6806 -0.1317
C -0.4538 -1.7379 2.5395 -0.8317
C -1.0916 -0.4209 2.9595 -0.6862
O -1.5175 0.1837 1.6884 0.0492
C -2.0257 1.4919 1.7840 -0.8719
H 0.5709 -1.5151 -3.0904 0.1776
H 0.2816 -3.1661 -2.9588 0.3568
H 1.8066 -2.5646 -2.3145 0.3618
H 0.1215 -4.0676 -0.7436 0.5423
H -0.9884 -3.0627 0.1096 0.2762
H 1.9825 -2.6642 0.5674 0.4111
H 1.0254 -3.6415 1.6774 0.4239
H 1.4921 -1.2694 2.2248 0.2584
H -0.0018 -2.2281 3.4018 0.5519
H -1.2767 -2.3262 2.1335 0.2833
H -0.4543 0.1067 3.6690 0.3977
H -2.0578 -0.6607 3.4036 0.4235
H -1.3814 2.2198 2.2771 0.3577
H -3.0002 1.6225 2.2545 0.3292
H -2.2927 1.8920 0.8059 0.1351

***

67
Properties=species:S:1:pos:R:3:mulliken_charge:R:1 method="wB97M-V/def2-TZVPD" total_energy_ev=-152618.174 e_lumo_ev=1.68 total_charge=-1 homo_ev=-6.262
O 1.3046 3.0321 0.7177 -0.6874
V 0.2591 1.9448 1.2535 1.2255
O -1.1491 2.6418 1.5508 -0.4577
O -1.0621 -3.6002 0.5184 -0.7237
V -0.8708 -3.1332 -1.0178 1.7665
O -2.2598 -2.5783 -1.5036 -0.5465
O 1.6086 0.9653 -4.4572 -0.6826
V 2.3114 -0.1925 -3.6154 1.0028
O 3.5406 -0.6485 -4.5754 -0.3749
S 0.4396 -3.1052 -4.1497 1.3696
O -0.0427 -3.5996 -2.7634 -1.0798
O 1.2197 -4.1742 -4.7281 -0.6978
O -0.7258 -2.7008 -4.8934 -0.6841
O 1.3403 -1.9204 -3.9088 -0.6804
S 0.5593 -0.0095 -0.6449 0.8632
O -0.4950 1.0384 -0.4811 -0.5923
O 1.3460 0.1967 -1.8476 -0.1837
O 1.3912 0.2285 0.5782 -0.7018
O 0.0122 -1.3577 -0.5938 0.5578
C 1.2360 3.9746 3.6801 -0.9271
O 1.3121 2.6208 3.2838 -0.1817
C 1.0343 1.7323 4.3657 -0.5096
C 0.8207 0.3595 3.7892 -0.4202
O -0.2284 0.4714 2.8529 -0.0946
C -0.7304 -0.8238 2.4770 -0.4456
H 0.1951 4.2518 3.8794 0.3353
H 1.6026 4.5708 2.8493 0.2376
H 1.8322 4.1732 4.5749 0.3461
H 0.1267 2.0379 4.8965 0.3969
H 1.9017 1.7160 5.0343 0.3615
H 0.5020 -0.3400 4.5676 0.4332
H 1.7308 -0.0272 3.3152 0.2022
H 0.0783 -1.4795 2.1594 0.4455
H -1.3821 -0.6859 1.6156 -0.4042
H -1.3452 -1.2323 3.2787 0.4266
C -3.9212 1.6544 0.4052 -0.5786
O -5.0145 1.0769 -0.2795 -0.4287
C -4.7478 -0.2145 -0.7912 -0.5843
C -4.5133 -1.2503 0.2905 0.1905
O -5.5172 -1.2589 1.2928 -0.3825
C -6.8198 -1.4390 0.7974 -0.7068
H -3.0181 1.6634 -0.2139 0.2470
H -3.6941 1.0968 1.3220 0.2330
H -4.2065 2.6669 0.6758 0.3222
H -3.8872 -0.1999 -1.4750 0.3241
H -5.6168 -0.4940 -1.3897 0.4246
H -3.5976 -1.0110 0.8348 -0.3891
H -4.3620 -2.2435 -0.1443 0.4408
H -7.1730 -0.5401 0.2833 0.2741
H -7.4554 -1.5757 1.6746 0.2572
H -6.8958 -2.3353 0.1709 0.2887
C 3.0448 -2.3169 -1.0743 -0.6087
O 3.5959 -1.3883 -1.9824 0.0104
C 4.8330 -0.8415 -1.5788 -0.7722
C 4.6353 0.6436 -1.3757 -0.1126
O 4.1225 1.1581 -2.5936 -0.3055
C 3.5880 2.4752 -2.4366 -0.6608
H 2.7698 -1.8639 -0.1142 0.4192
H 3.7256 -3.1624 -0.9264 0.3368
H 2.1447 -2.7327 -1.5283 -0.1794
H 5.5676 -1.0001 -2.3721 0.3325
H 5.1879 -1.2832 -0.6452 0.4811
H 5.5974 1.1350 -1.1866 0.4617
H 3.8984 0.8143 -0.5823 -0.0178
H 2.8944 2.6631 -3.2489 0.2900
H 4.4033 3.2022 -2.3659 0.3339
H 3.0180 2.5541 -1.5006 0.1645